1.
Here is C48H56N13SScSe as an isolated structure at a distorted geometry from OMol25. Energies are from ωB97M-V with the def2-TZVPD basis set.

Computed properties:
LUMO   -0.76 eV
Energy relative to the best compared isomer or geometry (same formula, charge and spin)   8.6 kcal/mol
HOMO   -6.128 eV
Max |F|   1.5 eV/Å
Frontier orbital gap   5.37 eV
Spin multiplicity   1

Cartesian coordinates (Å):
C: -4.249 2.575 -1.691
C: 2.036 -2.392 1.044
C: -1.842 4.934 0.229
H: 3.860 1.377 -0.418
H: -4.245 -1.326 5.456
C: 0.112 -0.297 3.432
H: -1.052 -6.023 1.758
C: 2.494 -3.787 -3.105
N: 2.753 0.194 -1.746
H: -1.492 5.212 1.230
H: 2.727 0.205 3.127
C: -3.470 0.362 2.636
N: -0.248 4.057 -3.513
H: -4.173 2.096 -2.670
H: -1.486 2.542 -4.253
C: 0.954 3.716 3.409
C: 3.404 4.211 0.693
C: -0.909 5.081 -4.288
N: 0.472 3.408 -1.430
H: -0.567 0.527 3.219
H: 1.660 1.415 2.380
C: 1.659 6.194 -3.346
C: -2.547 -1.725 2.559
C: 3.930 0.405 -0.911
H: -4.642 0.905 4.358
H: 2.635 0.340 1.355
H: 4.855 0.380 -1.507
N: -1.266 1.963 0.260
C: 1.512 3.738 2.107
C: -2.404 2.509 -0.084
H: 0.414 5.872 -0.225
H: -0.203 1.985 -3.191
C: 1.765 -2.573 3.467
H: -4.636 3.189 0.923
C: 3.079 -4.194 2.322
H: -5.296 2.534 -1.376
H: 2.399 -4.814 -3.437
C: 1.299 3.533 -0.324
H: -3.624 1.303 2.117
N: 0.951 -0.566 2.256
H: -0.459 -1.180 3.694
H: -3.814 4.357 1.976
C: -2.848 -3.373 4.367
H: -0.735 3.219 4.602
C: 2.655 1.204 -2.786
H: 3.361 -3.887 0.238
C: -3.493 0.422 -0.900
H: -1.965 4.819 -4.404
H: -0.480 5.179 -5.291
C: -0.301 3.232 3.610
C: -3.084 -2.046 3.813
H: -3.010 0.071 -1.812
C: 0.932 6.386 -1.033
C: -0.440 2.695 -3.976
N: -2.759 3.817 0.245
C: 0.413 4.322 -2.342
H: 1.550 4.087 4.233
S: -0.565 -0.723 -2.396
Se: -2.746 -5.451 5.751
H: 1.184 7.103 -3.731
Sc: 0.004 -0.309 -0.179
H: 1.957 6.581 -0.700
C: 2.623 3.909 -0.433
N: -2.018 -5.538 4.127
H: 3.251 -3.064 -4.979
N: 0.914 5.610 -2.250
H: 4.435 4.514 0.562
C: 2.122 -3.443 -1.814
C: 0.753 3.280 0.991
H: -1.987 2.238 2.717
C: 1.542 -1.900 2.278
H: 0.179 2.491 -4.854
H: 2.664 6.462 -3.002
N: -3.392 1.863 -0.757
H: 2.437 2.164 -2.323
H: 3.408 4.484 2.809
C: -0.523 2.666 1.252
N: -2.724 -0.526 2.005
H: 1.832 0.947 -3.451
C: 2.498 -3.752 3.501
H: -2.351 5.799 -0.208
C: -2.167 -4.364 3.572
C: 2.702 -1.154 -2.226
H: 3.037 4.055 -1.422
H: 0.720 -0.019 4.301
H: 0.437 7.347 -1.205
H: -4.554 4.893 0.458
C: -1.787 -2.721 1.773
H: -0.523 -2.947 -1.211
H: 3.710 -5.074 2.328
H: 1.733 -4.206 -1.157
C: -0.762 -4.638 0.134
H: -0.848 6.043 -3.786
C: 2.872 -3.527 1.128
C: -4.047 0.138 3.883
H: -0.385 -5.359 -0.577
C: 3.073 -1.505 -3.517
N: -3.236 -3.748 5.557
H: -3.947 3.614 -1.784
H: -0.989 4.688 -0.395
H: 3.581 1.307 -3.373
H: 2.643 -4.282 4.432
H: 3.990 -0.375 -0.154
C: 2.208 -2.132 -1.349
C: -0.842 -3.294 -0.232
C: -1.020 2.689 2.533
C: 2.845 4.187 1.934
C: -4.005 4.074 0.933
C: 2.063 0.409 2.279
C: -1.138 -5.006 1.400
C: 2.968 -2.815 -3.965
C: -3.837 -1.086 4.483
C: -1.686 -4.032 2.236
H: 1.757 5.481 -4.161
H: -4.556 0.164 -0.912
H: 3.435 -0.748 -4.198
H: -3.025 -0.075 -0.055
N: -1.296 -2.340 0.577
N: 1.711 -1.700 -0.099
H: 1.377 -2.174 4.395

=====

2.
Here is C48H57CsGe2N7O as an isolated structure from OMol25. Energies are from ωB97M-V with the def2-TZVPD basis set.

Computed properties:
LUMO (alpha / beta)   3.43 / 3.42 eV
Energy relative to the best compared isomer or geometry (same formula, charge and spin)   0.0 kcal/mol
HOMO (alpha / beta)   -1.595 / -1.599 eV
<S²>   0.79
Max |F|   0.4 eV/Å
Frontier orbital gap (alpha / beta)   5.02 / 5.02 eV
Spin multiplicity   2
Total charge   -2

Cartesian coordinates (Å):
H: -2.078 0.757 1.900
H: 3.290 4.060 -3.250
C: -4.726 -1.604 -1.396
H: 5.342 1.167 -1.400
Ge: 3.495 3.715 -0.698
H: -2.702 -3.716 3.810
H: 1.681 -4.282 -0.978
H: 5.251 5.492 -1.446
C: -2.987 -3.563 -3.304
C: -3.631 -2.555 -5.494
C: -3.183 0.028 -4.581
H: 3.158 4.246 6.194
H: -4.729 -3.657 4.647
C: -3.029 -1.045 -3.656
H: 1.467 -0.428 2.464
H: -4.716 4.406 -0.462
H: 6.022 4.128 -0.609
H: -6.760 -1.824 -1.959
H: 3.603 4.713 1.970
N: -1.710 -1.280 1.725
C: -2.446 4.941 0.803
C: -5.461 2.549 -1.182
C: -2.859 1.431 -4.141
H: 7.588 0.206 -1.537
H: 1.668 -1.954 -0.111
H: -3.478 0.494 3.972
C: 1.642 -2.744 -2.476
N: 0.351 -2.233 -2.038
C: -3.038 -0.372 3.495
H: 3.492 -1.062 1.676
C: 1.984 4.976 -0.489
H: 4.296 2.640 -2.924
H: 2.265 -1.897 -2.772
H: -7.193 0.625 -2.084
H: -4.117 -1.660 -7.389
C: -5.960 -1.127 -1.730
N: 1.508 -1.392 2.157
H: 2.072 5.549 0.436
C: -3.950 0.706 -0.965
H: 7.722 -0.078 2.733
H: -6.413 2.965 -1.500
H: -1.364 -3.301 1.775
H: 1.947 5.678 -1.328
Cs: -0.129 0.594 -0.313
H: -3.209 2.159 -4.878
H: 3.473 5.692 4.203
C: 3.348 2.674 2.607
C: -3.510 -0.726 -1.266
H: 1.033 4.440 -0.440
H: -0.145 -1.637 -2.693
C: -2.626 -2.712 3.411
N: -2.557 -0.815 -2.375
C: 3.464 4.053 2.818
H: -3.684 0.640 -6.567
H: -3.296 1.667 -3.174
C: 5.857 0.906 -0.480
C: -0.541 3.616 2.270
C: 3.219 3.810 5.204
H: 5.485 0.906 2.870
Ge: 3.294 1.749 0.802
C: -2.279 -0.231 2.336
C: -3.569 -0.206 -5.894
H: 0.050 5.555 3.002
H: 8.807 -0.437 0.530
C: 3.166 1.891 3.754
H: -4.568 -2.675 -1.371
H: -3.911 -4.108 -3.087
H: -1.777 1.553 -4.026
H: -3.192 5.483 0.228
N: -4.644 -3.037 5.433
N: 2.532 -2.471 -0.243
C: -1.594 5.673 1.612
C: -2.333 3.543 0.712
C: -3.240 -2.356 -4.171
C: -6.220 0.254 -1.782
C: -3.318 2.784 -0.114
C: 7.203 0.196 1.820
C: 7.814 -0.006 0.589
C: -5.230 1.175 -1.335
H: 3.968 -3.385 0.965
C: -1.358 2.818 1.447
H: -2.547 -3.237 -2.362
H: 2.305 -3.848 1.364
H: 2.966 1.790 5.890
H: -2.302 -4.260 -3.799
C: 2.944 -3.004 1.033
H: -2.948 -1.054 -0.384
C: 5.929 0.751 1.892
C: -4.512 3.354 -0.598
H: -0.294 -2.979 -1.811
C: -3.243 -1.630 4.030
H: -1.679 6.754 1.654
C: 5.215 1.125 0.747
C: 3.394 4.616 4.087
H: 3.059 0.814 3.648
H: -3.783 -3.572 -5.848
H: 3.312 -2.213 3.012
C: 7.129 0.355 -0.565
C: 3.111 2.437 5.031
C: 2.881 -1.882 2.057
H: 0.939 -1.955 2.777
O: -4.357 -0.873 6.002
C: 3.399 3.179 -2.610
C: -1.866 -2.480 2.278
N: -3.070 1.487 -0.347
H: 5.192 5.385 0.320
H: 3.277 -3.861 -1.614
H: 1.590 -3.437 -3.327
H: 0.236 3.139 2.871
C: 2.319 -3.433 -1.300
C: -3.811 -1.492 -6.363
C: 5.161 4.801 -0.603
H: 2.539 2.528 -2.777
H: -5.370 -3.082 6.128
C: -0.632 5.003 2.360
C: -4.120 -1.780 5.231